(w)
A structure of composition C16H16ClNO3S, computed with wB97M-V/def2-TZVPD.

Structure (XYZ):
```
38
Properties=species:S:1:pos:R:3
C -2.0013 -0.9586 0.9181
H -3.3018 -2.5289 0.7443
C 3.4126 1.4337 -0.2344
H -5.0619 -1.7118 -0.3581
H -2.9006 2.1351 -0.4576
C 2.4945 0.3796 -0.8224
C -3.1749 -1.3833 0.6037
H 4.0279 1.0115 0.5272
C 3.0496 -0.9683 -0.6143
C 2.3839 -2.0170 -1.1173
C -4.1500 -1.0125 -0.0427
H 1.4658 2.7587 -1.6043
O -1.0414 2.8143 1.0954
C -0.7798 -2.7565 1.8709
O -0.8185 -1.5702 1.2747
C -1.9937 0.3549 0.6805
C 2.4859 2.4037 0.2356
H -0.8131 -3.3093 0.8852
H 3.0642 3.6241 0.1615
H 2.9307 -2.8750 -1.2817
Cl -5.4323 1.2241 -1.1199
H 0.6599 3.5075 -0.3147
H 2.0965 2.3958 1.1318
H 4.1478 -1.1625 -0.6358
C -2.9933 1.1224 -0.2212
S -0.5645 1.5021 1.0140
H 0.3112 -2.9404 2.2028
C 1.2881 2.8609 -0.6977
H 0.4846 -2.8660 -1.9013
N 0.5243 1.6186 -0.6118
H -0.6589 -0.6760 -1.1319
C 0.9087 -1.9234 -1.2370
C 1.0856 0.3504 -0.6426
H 3.9315 1.7404 -1.0937
O 0.2889 0.8481 2.0447
C 0.3500 -0.8100 -1.2862
C -4.1705 0.3986 -0.4767
H -1.5359 -3.0148 2.5127
```

Properties
Molar mass (g/mol): 337.83
Spin multiplicity: 1


(x)
The molecule C16H16ClNO3S, computed with wB97M-V/def2-TZVPD.

Structure (XYZ):
```
38
Properties=species:S:1:pos:R:3
H -0.0473 0.1708 -1.6707
H -0.7722 -1.5525 2.1195
Cl 0.8148 4.1038 1.4215
H -4.2682 1.4069 1.2958
H 0.6379 1.3254 -3.4267
C -1.7032 1.2418 1.1504
N 0.3045 -0.3731 0.7319
H 2.9203 -2.4152 0.5212
H 2.4004 0.1806 0.6965
C 2.1995 -1.7744 -0.0657
C -3.7725 1.8112 0.4046
H 2.6413 -1.2938 -0.9323
C 1.0679 3.8529 -1.3081
C 1.7471 -0.6570 0.8701
H 1.4840 4.8091 -1.2665
C 0.4326 -4.9656 0.1608
C 1.0115 3.1891 -2.5406
S 1.7374 -4.2761 -0.6545
H 1.5382 3.6430 -3.4073
H -1.6005 -1.3377 0.5442
O -2.4184 1.4858 0.1316
H -4.4319 1.5064 -0.3896
C 0.6708 3.1727 -0.1265
H -3.7979 2.9412 0.4037
H 0.3564 1.3921 1.8421
C -0.6232 -1.4910 1.0955
H 0.7073 -2.1533 -1.4126
C -0.0152 -2.7371 0.5736
C 1.0591 -2.6234 -0.5156
H 1.8651 -1.0461 1.8668
C 0.6336 1.8872 -2.6339
C -0.1723 1.0901 0.9297
C 0.2665 1.7866 -0.1668
C -0.3536 -4.0329 0.9034
C 0.2357 1.1639 -1.5046
H -1.0704 -4.2534 1.6715
O 0.4219 -6.1720 0.3681
O -2.1072 0.9942 2.3195
```

Properties
SMILES string: COC(=O)[C@H](c1ccccc1Cl)N1CC[C@H]2SC(=O)C=C2C1
Molar mass (g/mol): 337.83
Spin multiplicity: 1


Energies in kJ/mol, measured from the most stable structure: (w) 884.2; (x) 0.0.


(w)
The molecule C4H3FS, computed with wB97M-V/def2-TZVPD.

Structure (XYZ):
```
9
Properties=species:S:1:pos:R:3
C -0.0622 1.3111 -0.1806
C -0.2920 -2.2314 -0.3206
F -0.2946 0.8282 -1.4366
H 0.5443 2.1974 -0.2418
C -0.0336 -1.1817 0.1086
H -0.4722 -3.0568 -0.9181
C 0.3608 0.1454 0.7210
S 1.2123 0.2199 2.0750
H -0.9627 1.7679 0.1931
```

Properties
SMILES string: C#CC(=S)CF
Molar mass (g/mol): 102.13
Spin multiplicity: 1


(x)
A cluster of 2 separate species, C4H3FS in total, computed with wB97M-V/def2-TZVPD.

Structure (XYZ):
```
9
Properties=species:S:1:pos:R:3
H -0.6058 -0.8441 1.7687
C -0.3173 0.4614 -1.3038
C -0.2526 -0.3916 0.8653
H -0.6757 0.7563 -2.2710
C 0.9772 0.0411 0.5946
S 1.3451 0.7150 -0.8972
C -1.0292 -0.1170 -0.2985
F 2.6324 -0.2633 1.9059
H -2.0743 -0.3578 -0.3639
```

Properties
Molar mass (g/mol): 102.13
Spin multiplicity: 1


Energies in kJ/mol, measured from the most stable structure: (w) 0.0; (x) 95.5.


(w)
A cluster of 2 separate species, CH5NOP in total, computed with wB97M-V/def2-TZVPD.

Structure (XYZ):
```
9
Properties=species:S:1:pos:R:3
O 1.1604 -1.5114 -0.0813
N 0.7294 -0.4520 0.1789
H -1.6785 0.6738 0.3086
H -1.3068 -0.8399 -0.5898
P 1.3984 1.0551 0.1263
C -1.4038 -0.3401 0.2627
H 0.2699 1.8100 -0.3925
H 2.2456 0.6847 -0.8785
H -1.4145 -1.0801 1.0656
```

Properties
Total charge: +1
Molar mass (g/mol): 78.03
Spin multiplicity: 1


(x)
A cluster of 2 separate species, CH5NOP in total, computed with wB97M-V/def2-TZVPD.

Structure (XYZ):
```
9
Properties=species:S:1:pos:R:3
H 0.8710 -3.4040 0.2144
H -1.7658 1.0094 1.4516
H -0.4796 1.9986 0.4295
C -1.0453 0.9670 0.5434
H -1.6873 0.5803 -0.3128
O 0.7886 0.0632 1.6023
N -0.1532 -0.1014 0.9169
H -1.0082 -2.4232 -0.3657
P 0.4093 -2.1759 -0.6814
```

Properties
Total charge: +1
Molar mass (g/mol): 78.03
Spin multiplicity: 1


Energies in kJ/mol, measured from the most stable structure: (w) 12.7; (x) 0.0.